ORCA calculation (wB97M-V/def2-TZVPD) on the molecule C2H8N6 at a distorted geometry.

Bonds (Å) are listed after each position.
Geometry (Å):
1 H -1.39154 -2.54585 -0.13496  N2 0.982
2 N -1.93059 -1.75204 0.07280  H1 0.982, C3 1.329
3 C -1.04446 -0.77159 -0.06471  N2 1.329, N4 1.396, N8 1.403
4 N 0.15760 -0.69337 -0.77092  C3 1.396, C5 1.347
5 C 1.19105 -0.32889 0.01312  N4 1.347, N6 1.382, N7 1.376
6 N 2.38691 -0.09522 -0.63881  C5 1.382, H10 0.971, H11 1.045
7 N 1.17336 0.04101 1.33839  C5 1.376, H12 1.043, H13 1.054
8 N -1.44796 0.43964 0.51594  C3 1.403, N9 1.545, H14 1.103
9 N -1.66527 1.49422 -0.59160  N8 1.545, H15 1.089, H16 1.085
10 H 2.31757 -0.65497 -1.42868  N6 0.971
11 H 3.30644 -0.14009 -0.14338  N6 1.045
12 H 1.61347 0.98554 1.38522  N7 1.043
13 H 0.20576 0.41621 1.52381  N7 1.054
14 H -2.36658 0.39734 1.12540  N8 1.103
15 H -1.66507 1.01000 -1.56709  N9 1.089
16 H -0.84070 2.19806 -0.63454  N9 1.085

HOMO energy (eV): -9.19
Strongest force on any atom (eV Å⁻¹): 3.9
SMILES: [H]/N=C(\N=C(N)N)NN
Electronic energy (eV): -11142.45579
Lowest unoccupied orbital energy (Eh): 0.0237
Relative energy (zero: lowest compared OMol25 entry of this formula, charge and spin) (kcal per mole): 37.0
Gap between HOMO and LUMO (hartree): 0.361

ORCA calculation (wB97M-V/def2-TZVPD) on the molecule C2H8N6 at a distorted geometry.

Bonds (Å) are listed after each position.
Geometry (Å):
1 H 2.99059 0.86691 -1.08143  N2 1.171
2 N 3.01728 0.09375 -0.20285  H1 1.171, C3 1.310
3 C 1.72814 -0.02764 -0.00416  N2 1.310, N4 1.409, N5 1.455
4 N 1.13455 -1.00342 0.82124  C3 1.409, H11 1.141, H12 0.986
5 N 0.56275 0.79366 -0.29285  C3 1.455, N6 1.388, H13 1.071
6 N -0.33967 -0.05136 -0.92474  N5 1.388, C7 1.352, H14 1.144
7 C -1.50495 -0.10513 -0.24063  N6 1.352, N8 1.516, N9 1.336
8 N -1.78913 1.20103 0.47370  C7 1.516, H15 1.110, H16 1.127
9 N -2.25175 -1.18904 -0.46664  C7 1.336, H10 1.007
10 H -2.94489 -1.24584 0.26221  N9 1.007
11 H 2.03049 -1.70958 0.84412  N4 1.141
12 H 0.18257 -1.25645 0.78642  N4 0.986
13 H 0.85175 1.60195 -0.93406  N5 1.071
14 H 0.12709 -1.07269 -1.14348  N6 1.144
15 H -1.04394 1.78480 1.05417  N8 1.110
16 H -2.75089 1.31906 1.04898  N8 1.127

HOMO energy (eV): -9.07
Strongest force on any atom (eV Å⁻¹): 8.2
SMILES: [H]/N=C(/N)NN/C(N)=N/[H]
Electronic energy (eV): -11140.57446
Lowest unoccupied orbital energy (Eh): 0.0231
Relative energy (zero: lowest compared OMol25 entry of this formula, charge and spin) (kcal per mole): 80.4
Gap between HOMO and LUMO (hartree): 0.357

ORCA calculation (wB97M-V/def2-TZVPD) on a cluster of 2 separate species, C2H8NO in total at a distorted geometry.

Bonds (Å) are listed after each position.
Geometry (Å):
1 N -1.34708 -1.18906 0.31694  H2 1.024, H3 1.034, H4 1.015, H5 1.018
2 H -1.82243 -0.34325 -0.01057  N1 1.024
3 H -0.41654 -0.80175 0.54753  N1 1.034
4 H -1.75231 -1.62948 1.13650  N1 1.015
5 H -1.24433 -1.80866 -0.48369  N1 1.018
6 C 1.51252 0.32867 0.47604  C7 1.325, H9 1.080, H10 1.089
7 C 0.94334 0.77525 -0.63372  C6 1.325, O8 1.375, H11 1.084
8 O -0.34863 1.24314 -0.57729  C7 1.375, H12 0.973
9 H 2.53889 -0.00645 0.49441  C6 1.080
10 H 0.92990 0.48434 1.38267  C6 1.089
11 H 1.46930 0.87478 -1.57648  C7 1.084
12 H -0.46262 2.07248 -1.07236  O8 0.973

HOMO energy (eV): -13.99
Strongest force on any atom (eV Å⁻¹): 1.1
Electronic energy (eV): -5733.86386
Charge: +1
Lowest unoccupied orbital energy (Eh): -0.1387
Relative energy (zero: lowest compared OMol25 entry of this formula, charge and spin) (kcal per mole): 23.5
Gap between HOMO and LUMO (hartree): 0.376

What is the strongest force on any atom in the second record? 8.2 eV Å⁻¹